No. 1
A cluster of 5 separate species, H10O5 in total at a distorted geometry, computed with the ωB97M-V functional and the def2-TZVPD basis.

Summary:
E_HOMO in eV: -10.9
Energy above the lowest of the compared OMol25 structures with the same formula, charge and spin in kcal/mol: 45.7
SMILES string: O.O.O.O.O
Electronic energy in Ha: -382.1513
HOMO-LUMO gap in eV: 10.61

Geometry (Å):
O -0.3124 1.0552 -0.3266
H -1.1415 1.3561 0.0621
H -0.0446 0.3180 0.2335
O 0.1912 -2.7345 4.2626
H 0.2194 -1.9597 3.6899
H -0.5283 -3.2657 3.9032
O -0.0701 4.5898 -3.3713
H 0.4101 3.7905 -3.1271
H -0.9950 4.3617 -3.2248
O 0.2016 -2.6071 0.9177
H 0.7521 -1.8190 0.9866
H -0.4401 -2.5080 1.6300
O 0.4278 -0.5213 -2.0306
H 0.2287 0.3933 -2.2605
H 1.1013 -0.4494 -1.3449



No. 2
A cluster of 5 separate species, H10O5 in total at a distorted geometry, computed with the ωB97M-V functional and the def2-TZVPD basis.

Summary:
⟨S²⟩: 0.76
E_HOMO (spin up / spin down) in eV: -15.4 / -15.1
Total charge: +1
Multiplicity: 2
Energy above the lowest of the compared OMol25 structures with the same formula, charge and spin in kcal/mol: 25.0
Electronic energy in Ha: -381.7791
HOMO-LUMO gap (spin up / spin down) in eV: 11.55 / 3.73

Geometry (Å):
O 2.7687 -0.8368 -0.5844
O 0.7794 0.3921 1.3236
O -1.6577 0.3446 1.7959
O -2.2354 -0.1002 -0.7489
O 0.3106 0.5593 -2.4049
H 2.1907 -0.8425 0.1941
H 0.5811 1.3388 1.5292
H -2.4843 0.4694 2.2932
H -1.3636 -0.0454 -1.1936
H 0.4106 0.7276 -1.4612
H 3.6405 -1.1271 -0.2753
H 0.3204 -0.0172 2.0858
H -1.7849 0.2363 0.8045
H -2.5046 -1.0296 -0.7676
H 1.0284 -0.0694 -2.5905



No. 3
A cluster of 2 separate species, H10Si4 in total at a distorted geometry, computed with the ωB97M-V functional and the def2-TZVPD basis.

Summary:
E_HOMO in eV: -8.6
Energy above the lowest of the compared OMol25 structures with the same formula, charge and spin in kcal/mol: 63.5
Electronic energy in Ha: -1163.7231
HOMO-LUMO gap in eV: 7.69

Geometry (Å):
Si 0.4041 2.2987 -0.0434
Si 1.7041 -1.4132 -0.0488
Si -2.3728 -0.8343 -0.0893
Si -0.2030 -0.0789 -0.1724
H 1.1414 2.2987 -1.4102
H -0.1795 3.6068 0.0201
H 1.5234 2.1140 1.0354
H 2.5153 -0.7199 -0.9397
H 1.5232 -2.6594 -0.6442
H 2.4965 -1.6564 1.0858
H -3.2272 -2.0659 0.1147
H -3.0349 0.3363 0.4787
H -2.5625 -0.6249 -1.4494
H 0.2719 -0.6016 2.0627



No. 4
An isolated molecule of H11N3O4Si3 at a distorted geometry, computed with the ωB97M-V functional and the def2-TZVPD basis.

Summary:
E_HOMO in eV: -9.2
Energy above the lowest of the compared OMol25 structures with the same formula, charge and spin in kcal/mol: 0.0
SMILES string: N[Si](O)(O)N[Si@](N)(O)O[SiH3]
Electronic energy in Ha: -1340.6853
HOMO-LUMO gap in eV: 9.59

Geometry (Å):
N -2.2025 1.9189 -0.9487
Si -1.9065 0.3606 0.1023
O -1.3995 0.7467 1.5848
O -3.3864 -0.2989 0.1372
N -0.7563 -0.7164 -0.6424
Si 0.7290 -1.2241 0.0522
N 1.9186 -1.8406 -1.0342
O 0.4106 -2.3294 1.1987
O 1.3778 0.0879 0.7839
Si 2.1529 1.4894 0.5712
H -2.7664 1.7119 -1.7591
H -1.3420 2.3569 -1.2478
H -0.4500 0.7888 1.6910
H -3.5810 -0.8820 0.8701
H -1.0544 -1.1587 -1.4929
H 1.7273 -2.7234 -1.4777
H 2.3109 -1.2025 -1.7060
H 1.1351 -2.6737 1.7162
H 2.2392 2.0129 1.9331
H 1.3749 2.3556 -0.3183
H 3.4685 1.2201 -0.0136



No. 5
A cluster of 5 separate species, H11O5 in total at a distorted geometry, computed with the ωB97M-V functional and the def2-TZVPD basis.

Summary:
E_HOMO in eV: -14.7
Total charge: +1
Energy above the lowest of the compared OMol25 structures with the same formula, charge and spin in kcal/mol: 25.6
Electronic energy in Ha: -382.5372
HOMO-LUMO gap in eV: 11.57

Geometry (Å):
O -1.2147 0.3641 -0.9091
H -1.7549 1.2251 -0.7883
H -1.8009 -0.1438 -1.4238
O 2.4393 2.3745 1.0805
H 3.3865 2.0253 1.2708
H 2.0902 2.6320 1.9806
O -4.0184 -1.1081 -0.5517
H -4.7188 -0.9963 -1.1929
H -4.5226 -1.1019 0.3280
O 1.7579 -2.0976 0.3236
H 1.0796 -2.5312 -0.2612
H 1.7765 -2.6215 1.1103
O 1.1732 0.5054 -0.0773
H 0.3124 0.5910 -0.6223
H 1.5513 1.1467 0.6108
H 1.5016 -0.5320 0.0597



No. 6
A structure of composition H12InO6 at a distorted geometry, computed with the ωB97M-V functional and the def2-TZVPD basis.

Summary:
E_HOMO in eV: -24.2
Total charge: +3
Energy above the lowest of the compared OMol25 structures with the same formula, charge and spin in kcal/mol: 0.0
Electronic energy in Ha: -647.5071
HOMO-LUMO gap in eV: 9.60

Geometry (Å):
In -0.1182 0.3696 -0.2613
O -1.1395 -1.4546 0.3453
H -1.2008 -2.4059 0.4324
H -2.0465 -1.1631 0.2527
O -0.8082 0.1244 1.8002
H -1.7306 0.0532 2.0459
H -0.3308 -0.0055 2.6196
O -1.5636 -0.5567 -1.6243
H -1.7800 -1.4209 -1.9744
H -2.3778 -0.0583 -1.6950
O 1.2120 -0.9756 0.8672
H 1.8619 -0.7748 1.5407
H 1.4195 -1.8687 0.5922
O 2.0030 0.5669 -0.7485
H 2.6176 0.8676 -0.0791
H 2.5539 0.3524 -1.5013
O 0.4459 2.3949 -0.8978
H -0.1012 2.9909 -0.3862
H 1.0836 2.9643 -1.3282



No. 7
A structure of composition H12MgO6 at a distorted geometry, computed with the ωB97M-V functional and the def2-TZVPD basis.

Summary:
⟨S²⟩: 0.75
E_HOMO (spin up / spin down) in eV: -6.7 / -16.0
Total charge: +1
Multiplicity: 2
Energy above the lowest of the compared OMol25 structures with the same formula, charge and spin in kcal/mol: 0.0
Electronic energy in Ha: -658.5595
HOMO-LUMO gap (spin up / spin down) in eV: 3.60 / 12.53

Geometry (Å):
Mg -31.5070 17.3104 -6.2125
O -29.9240 16.6547 -7.4054
H -30.1664 16.4166 -8.3002
H -29.0091 16.9287 -7.4695
O -32.9230 16.9104 -7.5433
H -33.5480 16.1892 -7.6180
H -33.1468 17.4977 -8.2652
O -32.8063 18.1498 -4.9593
H -33.2240 19.0097 -4.9119
H -32.6389 17.9136 -4.0469
O -31.7303 15.3683 -5.5366
H -32.1640 15.2368 -4.6935
H -31.5319 14.4841 -5.8449
O -30.1486 17.8497 -4.7509
H -29.4903 18.5168 -4.9454
H -30.0730 17.7057 -3.8077
O -31.0542 19.2385 -6.8178
H -31.3440 19.7973 -7.5389
H -30.4311 19.7784 -6.3313



No. 8
A structure of composition H12MgO6 at a distorted geometry, computed with the ωB97M-V functional and the def2-TZVPD basis.

Summary:
E_HOMO in eV: -20.5
Total charge: +2
Energy above the lowest of the compared OMol25 structures with the same formula, charge and spin in kcal/mol: 0.1
Electronic energy in Ha: -658.3297
HOMO-LUMO gap in eV: 13.51

Geometry (Å):
Mg -15.7045 -0.3574 -18.4180
O -15.5570 -1.8941 -17.0899
H -14.8524 -1.9353 -16.4250
H -15.9012 -2.7971 -17.1638
O -13.6975 -0.6526 -18.9636
H -12.9959 -0.0226 -19.1835
H -13.2430 -1.5048 -18.8800
O -15.7025 1.2283 -19.7501
H -15.0620 1.5653 -20.3935
H -16.3427 1.9454 -19.6162
O -16.5044 -1.4862 -19.9080
H -16.7049 -1.0406 -20.7471
H -16.3672 -2.4189 -20.1341
O -17.5633 0.0627 -17.8706
H -18.0165 0.6646 -17.2629
H -18.2434 -0.5737 -18.1487
O -15.0351 0.8816 -16.8687
H -14.2983 1.4787 -17.0674
H -15.3488 1.1624 -15.9961



No. 9
A cluster of 4 separate species, H12N4 in total, computed with the ωB97M-V functional and the def2-TZVPD basis.

Summary:
⟨S²⟩: 0.75
E_HOMO (spin up / spin down) in eV: 1.1 / -5.8
Total charge: -1
Multiplicity: 2
Energy above the lowest of the compared OMol25 structures with the same formula, charge and spin in kcal/mol: 0.0
Electronic energy in Ha: -226.1627
HOMO-LUMO gap (spin up / spin down) in eV: 3.12 / 9.65

Geometry (Å):
N -1.6211 -1.0195 -2.1040
H -1.2207 -0.7979 -1.1992
H -2.3263 -1.7245 -1.9579
H -1.9356 -0.1588 -2.5217
N 1.4209 -2.2113 -0.3482
H 1.8897 -2.1938 -1.2414
H 1.6141 -1.3874 0.2068
H 0.4258 -2.2557 -0.5075
N -0.7044 2.1792 -0.0971
H -0.4166 3.1437 -0.1668
H -0.5391 1.6694 -0.9526
H -0.2494 1.7155 0.6869
N 0.8247 0.8873 2.4652
H 1.6855 0.3632 2.3276
H 0.3366 0.5742 3.2940
H 1.0666 1.8748 2.4745



No. 10
A cluster of 5 separate species, H12NO4 in total at a distorted geometry, computed with the ωB97M-V functional and the def2-TZVPD basis.

Summary:
E_HOMO in eV: -14.2
Total charge: +1
Energy above the lowest of the compared OMol25 structures with the same formula, charge and spin in kcal/mol: 22.1
Electronic energy in Ha: -362.6826
HOMO-LUMO gap in eV: 11.09

Geometry (Å):
N -0.4559 -0.9934 0.5048
H -1.1179 -0.2953 0.1747
H -0.9174 -1.8749 0.7591
H -0.0961 -0.5779 1.4030
H 0.3668 -0.9284 -0.0903
H -0.7908 -4.5748 1.4513
H -0.4345 -4.2443 -0.0046
O -0.6337 -3.8416 0.8468
H -0.1085 2.7515 -0.8932
H -0.9695 1.6344 -1.2996
O -0.3815 1.8837 -0.5604
H 0.8015 0.0590 3.4029
H -0.1382 1.2280 3.0114
O -0.0066 0.2771 2.9235
H 2.0864 2.6061 -3.6742
H 1.5409 3.7782 -4.3061
O 1.2552 3.1128 -3.6491